Record 1
Entry from OMol25: a 2-piece molecular cluster, C4H9N2O3 overall (ωB97M-V/def2-TZVPD).

Structure (XYZ):
```
18
Properties=species:S:1:pos:R:3
C -1.60 0.54 0.18
C -0.75 -0.52 -0.04
C 2.08 -0.98 0.63
C 1.67 0.94 -0.82
N -2.92 0.34 0.06
N 1.30 0.20 0.38
O -3.28 -0.91 -0.28
O -3.77 1.16 0.24
O -0.55 -1.62 -0.34
H -1.29 1.53 0.45
H 1.91 -1.33 1.65
H 1.78 -1.77 -0.07
H 3.15 -0.79 0.49
H 2.64 1.43 -0.72
H 1.71 0.26 -1.67
H 0.92 1.71 -1.03
H 1.25 0.82 1.19
H -4.26 -1.01 -0.30
```

Expectation value of S²   2.01
HOMO level (alpha / beta)   -12.18 / -14.60 eV
Spin multiplicity   3
Charge   +1
Frontier orbital gap (alpha / beta)   7.93 / 6.31 eV
E_LUMO (alpha / beta)   -4.25 / -8.29 eV

---

Record 2
Entry from OMol25: a 2-piece molecular cluster, C5H7IN2S overall (ωB97M-V/def2-TZVPD).

Structure (XYZ):
```
16
Properties=species:S:1:pos:R:3
C 1.59 0.52 -0.19
C 0.26 2.56 0.10
C 0.48 0.48 0.73
C -0.62 -1.61 -1.15
C -0.11 -0.59 1.40
N -0.18 1.65 0.85
N -1.41 -1.62 -0.02
S 1.70 2.10 -0.85
I -2.99 -0.34 0.00
H 2.47 -0.09 -0.34
H 0.12 3.67 0.27
H 0.36 -0.90 -0.97
H -0.15 -2.66 -1.26
H -1.05 -1.39 -2.20
H 0.53 -1.45 1.63
H -0.98 -0.34 1.99
```

HOMO level (alpha / beta)   -7.96 / -7.97 eV
Spin multiplicity   1
Energy relative to the best compared isomer or geometry (same formula, charge and spin)   3.384 eV
Charge   0
Frontier orbital gap (alpha / beta)   7.42 / 7.42 eV
E_LUMO (alpha / beta)   -0.55 / -0.55 eV

---

Record 3
Entry from OMol25: a single C6H4N2O2 molecule (ωB97M-V/def2-TZVPD).

Structure (XYZ):
```
14
Properties=species:S:1:pos:R:3
N -1.82 1.43 -2.68
C -0.98 0.39 -2.63
C -0.44 0.08 -1.31
C 0.04 -0.22 -0.24
C 0.57 -0.58 1.02
C 1.34 0.07 1.94
C 1.49 -0.88 2.98
N 0.85 -1.99 2.70
O 0.28 -1.82 1.48
H 1.73 1.08 1.88
H 2.04 -0.80 3.92
O -0.86 -0.42 -3.55
H -1.47 2.35 -2.44
H -2.76 1.30 -3.07
```

HOMO level   -9.47 eV
Spin multiplicity   1
SMILES   NC(=O)C#Cc1ccno1
Energy relative to the best compared isomer or geometry (same formula, charge and spin)   3.444 eV
Charge   0
Frontier orbital gap   9.41 eV
E_LUMO   -0.07 eV

---

Record 4
Entry from OMol25: a 4-piece molecular cluster, C20H31BrO6S overall (ωB97M-V/def2-TZVPD).

Structure (XYZ):
```
59
Properties=species:S:1:pos:R:3
C 2.40 -0.12 -0.41
C 1.60 -0.34 -1.73
C 0.29 0.46 -1.73
O -0.48 0.27 -0.51
C -1.66 -0.35 -0.83
C -1.64 -1.70 -1.13
C -2.83 -2.29 -1.44
C -4.02 -1.56 -1.48
C -4.08 -0.21 -1.18
C -5.39 0.55 -1.19
C -5.78 0.88 0.29
C -5.35 1.84 -2.11
C -5.85 3.12 -1.45
C -2.84 0.38 -0.85
S -2.68 2.11 -0.37
C -5.24 -2.37 -1.89
O -6.15 -1.96 -2.59
C -5.25 -3.80 -1.39
C -4.12 -4.47 -1.31
Br -4.12 -6.26 -0.63
C -2.84 -3.78 -1.75
O -1.95 -4.35 -2.32
H 2.32 0.94 -0.14
H 1.96 -0.75 0.36
H 3.44 -0.41 -0.59
H 2.21 0.04 -2.56
H 1.45 -1.41 -1.93
H 0.50 1.54 -1.81
H -0.29 0.18 -2.61
H -0.70 -2.26 -1.11
H -6.23 -0.04 -1.57
H -5.86 -0.07 0.83
H -6.79 1.30 0.32
H -5.07 1.57 0.76
H -4.31 1.93 -2.47
H -5.95 1.64 -3.01
H -6.87 2.98 -1.07
H -5.89 3.95 -2.17
H -5.17 3.44 -0.65
H -2.26 2.67 -1.54
H -6.22 -4.22 -1.12
C 6.06 -0.23 1.91
O 4.78 -0.56 1.39
H 6.22 0.84 1.78
H 6.11 -0.47 2.97
H 6.84 -0.78 1.37
H 4.65 -1.50 1.51
C 3.95 2.34 3.26
O 5.24 2.56 3.83
H 4.02 1.54 2.54
H 3.24 2.06 4.04
H 3.61 3.25 2.76
H 5.16 3.27 4.47
C 9.63 0.12 2.93
O 9.23 -1.02 3.69
H 8.97 0.95 3.18
H 10.66 0.39 3.16
H 9.53 -0.10 1.86
H 9.81 -1.74 3.46
```

HOMO level   -9.22 eV
Spin multiplicity   1
SMILES   CCCOc1cc2c(c([C@@H](C)CC)c1S)C(=O)C=C(Br)C2=O.CO.CO.CO
Charge   0
Frontier orbital gap   8.29 eV
E_LUMO   -0.93 eV

---

Record 5
Entry from OMol25: C35H33GeIN4O5Pb as an isolated structure (ωB97M-V/def2-TZVPD).

Structure (XYZ):
```
80
Properties=species:S:1:pos:R:3
Pb -0.91 -0.23 0.83
C 3.97 0.66 0.14
C 3.32 1.79 0.85
N 3.95 2.93 0.98
C 3.32 3.93 1.60
C 2.02 3.88 2.14
C 1.48 5.14 2.79
O 1.11 4.96 4.14
C 1.30 2.71 2.03
C -0.06 2.65 2.60
N -0.96 1.77 2.40
C -2.23 2.02 3.01
C -2.83 3.27 2.83
C -4.08 3.54 3.37
C -4.74 2.56 4.09
C -4.15 1.32 4.28
C -2.91 1.05 3.73
I -2.07 -0.83 4.11
C 1.95 1.59 1.37
O 1.43 0.48 1.20
H 4.99 0.92 -0.10
H 3.42 0.42 -0.77
H 3.94 -0.24 0.76
H 3.89 4.85 1.70
H 0.58 5.47 2.27
H 2.22 5.94 2.69
H 1.90 4.91 4.69
H -0.29 3.48 3.27
H -2.32 4.02 2.24
H -4.53 4.50 3.21
H -5.72 2.76 4.51
H -4.66 0.56 4.85
N -3.23 0.64 0.13
C -2.97 1.94 -0.52
C -1.74 1.86 -1.42
O -1.78 2.36 -2.54
N -0.67 1.25 -0.85
C 0.49 1.09 -1.69
C 0.84 -0.33 -2.09
O 1.88 -0.59 -2.62
O -0.08 -1.25 -1.79
H -3.97 0.71 0.82
H -3.54 -0.03 -0.57
H -3.81 2.30 -1.10
H -2.76 2.66 0.27
H 0.37 1.64 -2.62
H 1.38 1.50 -1.20
C 1.60 -3.77 -2.26
Ge 0.06 -2.80 -2.89
C -0.04 -2.06 -4.66
C -1.26 -1.52 -5.06
C -1.38 -0.89 -6.29
C -0.29 -0.80 -7.13
C 0.93 -1.34 -6.75
C 1.06 -1.96 -5.51
C -1.61 -3.69 -2.44
C -2.43 -3.23 -1.45
C -3.64 -3.89 -1.10
C -4.00 -5.02 -1.78
C -3.19 -5.54 -2.82
C -3.57 -6.71 -3.53
C -2.78 -7.19 -4.54
C -1.59 -6.52 -4.89
C -1.21 -5.39 -4.22
C -1.99 -4.87 -3.16
H 1.63 -4.77 -2.69
H 1.50 -3.85 -1.18
H 2.51 -3.23 -2.51
H -2.13 -1.60 -4.41
H -2.33 -0.46 -6.59
H -0.38 -0.31 -8.09
H 1.79 -1.27 -7.41
H 2.02 -2.36 -5.21
H -2.15 -2.35 -0.90
H -4.26 -3.51 -0.31
H -4.92 -5.54 -1.52
H -4.48 -7.21 -3.25
H -3.08 -8.08 -5.07
H -0.98 -6.90 -5.70
H -0.30 -4.89 -4.52
```

Expectation value of S²   0.78
HOMO level (alpha / beta)   -10.30 / -10.30 eV
Spin multiplicity   2
Energy relative to the best compared isomer or geometry (same formula, charge and spin)   0.346 eV
Charge   +1
Frontier orbital gap (alpha / beta)   6.55 / 4.46 eV
E_LUMO (alpha / beta)   -3.75 / -5.84 eV

---

Record 6
Entry from OMol25: a 3-piece molecular cluster, C24H56NO11P2 overall (ωB97M-V/def2-TZVPD).

Structure (XYZ):
```
94
Properties=species:S:1:pos:R:3
C 2.32 -0.13 -0.50
C 1.62 -1.61 -0.60
C 0.90 -1.93 -2.06
O -0.23 -2.86 -2.00
C -1.53 -2.19 -1.93
C -1.96 -1.41 -3.35
N -3.15 -0.55 -2.99
C -2.65 0.65 -2.16
C -1.75 1.72 -3.03
C -2.33 2.05 -4.53
C -3.92 1.30 -1.36
C -4.69 2.52 -2.14
C -4.02 4.00 -1.98
C -3.63 4.44 -0.45
C -2.07 4.07 -0.02
C -0.94 4.93 -0.84
C 0.62 4.42 -0.57
C 1.30 3.66 -1.86
O 1.39 4.52 -3.05
C 2.14 3.87 -4.14
C -1.62 0.07 -0.98
O -1.75 -1.37 -0.73
H 2.62 0.34 -1.53
H 1.66 0.63 0.14
H 3.33 -0.24 0.12
H 0.80 -1.68 0.24
H 2.49 -2.41 -0.45
H 0.69 -0.90 -2.57
H 1.74 -2.45 -2.72
H -2.33 -3.07 -1.86
H -2.28 -2.29 -4.08
H -1.07 -0.85 -3.86
H -3.79 -1.16 -2.40
H -3.74 -0.25 -3.81
H -1.53 2.69 -2.39
H -0.68 1.22 -3.20
H -1.45 2.56 -5.14
H -2.62 1.09 -5.15
H -3.21 2.85 -4.53
H -3.70 1.66 -0.27
H -4.73 0.43 -1.24
H -4.85 2.17 -3.26
H -5.79 2.59 -1.67
H -3.09 4.19 -2.69
H -4.84 4.79 -2.35
H -4.32 3.78 0.27
H -3.82 5.56 -0.18
H -1.88 4.18 1.14
H -1.92 2.92 -0.26
H -1.04 6.06 -0.53
H -1.08 4.87 -2.02
H 1.33 5.34 -0.32
H 0.59 3.63 0.32
H 2.39 3.29 -1.54
H 0.69 2.67 -2.07
H 1.48 3.05 -4.69
H 2.41 4.69 -4.96
H 3.17 3.39 -3.79
H -1.83 0.60 0.07
H -0.48 0.35 -1.22
C -3.14 -2.24 4.68
O -2.88 -0.93 4.21
P -1.57 -0.17 5.05
O -2.06 1.18 4.50
O -0.49 -0.81 3.98
C -0.79 -0.76 2.59
O -0.26 0.60 5.89
C -0.46 1.89 6.43
H -3.96 -2.66 4.09
H -2.26 -2.87 4.56
H -3.43 -2.21 5.73
H -1.50 0.03 2.33
H -1.20 -1.73 2.28
H 0.13 -0.59 2.03
H -1.39 1.93 7.00
H -0.45 2.64 5.63
H 0.38 2.11 7.10
C 6.28 -7.07 0.46
O 6.33 -5.75 0.98
P 4.99 -5.37 2.00
O 5.34 -3.89 1.84
O 5.80 -5.97 3.31
C 7.17 -5.62 3.49
O 3.64 -4.99 3.02
C 2.91 -3.81 2.78
H 7.16 -7.24 -0.16
H 6.26 -7.80 1.28
H 5.38 -7.19 -0.16
H 7.44 -4.69 2.97
H 7.79 -6.44 3.12
H 7.36 -5.49 4.56
H 2.65 -3.73 1.71
H 3.48 -2.94 3.11
H 1.99 -3.85 3.36
```

HOMO level   -11.06 eV
Spin multiplicity   1
Charge   +1
Frontier orbital gap   6.58 eV
E_LUMO   -4.48 eV